Computed, not measured: a cluster of 13 separate species, H26O13 in total, with the ωB97M-V functional and the def2-TZVPD basis.

Calculated values
* highest occupied orbital energy: -11.10 eV
* E: -27038.1161 eV
* lowest unoccupied orbital energy: -0.1 eV
* F_max: 0.052 Eh/bohr

Structure (XYZ):
```
39
H26O13 the ωB97M-V functional and the def2-TZVPD basis
O -3.1807 0.1862 -2.2729
H -3.5085 -0.7010 -2.4632
H -3.8057 0.5250 -1.6222
O 0.7024 -0.5017 3.1461
H 0.1288 -0.0222 2.5654
H 1.2185 0.0044 3.7538
O -1.1060 1.9772 -2.4478
H -0.3949 1.4250 -2.7787
H -1.9162 1.4519 -2.3779
O -2.2383 0.3124 0.4950
H -1.3125 0.0818 0.3980
H -2.6097 0.5046 -0.3723
O 3.9670 0.2483 -0.3063
H 3.0824 0.4012 -0.6269
H 4.0773 -0.5472 0.1806
O -1.7910 -2.2170 -1.6073
H -1.3472 -2.9968 -1.9323
H -1.8007 -2.0764 -0.6715
O 2.9451 1.0193 -3.1592
H 2.7077 0.5856 -2.3412
H 2.2948 1.6934 -3.3273
O 2.2922 2.3971 0.9323
H 2.4141 1.4708 1.1576
H 2.6404 2.9308 1.6465
O -0.1285 -2.5240 1.0887
H -0.1791 -1.5947 0.9106
H -0.1978 -2.6616 2.0374
O -0.6091 3.3387 1.7971
H 0.2273 3.6257 1.4359
H -1.4217 3.6903 1.4417
O -3.1860 -1.3657 2.6790
H -2.6108 -0.6256 2.8667
H -3.1992 -1.3935 1.7174
O 2.2104 -1.5190 0.6056
H 3.1318 -1.6809 0.7768
H 1.5979 -1.8636 1.2178
O 0.4030 -1.0125 -1.2418
H -0.4350 -0.8568 -1.6827
H 0.9373 -1.7099 -1.6185
```

Results of the Mulliken charge analysis, in e, for atoms 1 through 5: O -0.662; H 0.275; H 0.354; O -0.553; H 0.272

***

Computed, not measured: a cluster of 2 separate species, C4H8O2Se in total, with the ωB97M-V functional and the def2-TZVPD basis.

Calculated values
* highest occupied orbital energy: -8.14 eV
* E: -73715.3928 eV
* lowest unoccupied orbital energy: 0.6 eV
* F_max: 0.113 Eh/bohr

Structure (XYZ):
```
15
C4H8O2Se the ωB97M-V functional and the def2-TZVPD basis
C -0.3849 -1.1260 -0.5778
C -1.6184 -0.1484 -0.6062
C 0.8448 -0.2427 -0.1876
C 0.4110 0.6616 1.0278
O 1.3681 0.6025 -1.1531
O 1.0964 1.7314 1.3451
Se -1.4386 1.0981 0.8595
H -0.3753 -1.9641 0.1841
H -0.0958 -1.6161 -1.4970
H -1.8003 0.4640 -1.4411
H -2.5285 -0.7461 -0.6649
H 1.5937 -0.8765 0.0313
H 0.4429 -0.3843 2.3400
H 0.5568 0.9987 -1.3824
H 1.9281 1.5479 1.7221
```

Results of the Mulliken charge analysis, in e, for atoms 1 through 5: C -0.506; C -0.883; C -0.662; C -0.135; O -0.547

***

Computed, not measured: a cluster of 2 separate species, C4H8N2O2 in total, with the ωB97M-V functional and the def2-TZVPD basis.

Calculated values
* highest occupied orbital energy: -8.39 eV
* E: -11351.8642 eV
* lowest unoccupied orbital energy: 0.8 eV
* SMILES: C=CNCO.N=C=O
* F_max: 0.041 Eh/bohr

Structure (XYZ):
```
16
C4H8N2O2 the ωB97M-V functional and the def2-TZVPD basis
C -1.3641 0.8965 1.2809
C -0.1458 1.1933 1.7287
N 1.0435 1.1454 1.0184
C 1.1130 0.4929 -0.2526
O 0.9664 -0.9146 -0.1690
H -1.5579 0.4988 0.2991
H -2.2191 1.0359 1.9184
H -0.0262 1.6312 2.7108
H 1.8705 1.0510 1.5881
H 0.3388 0.9173 -0.9057
H 2.0947 0.6650 -0.6979
H 0.0027 -1.1459 0.0429
N -1.0646 -1.8709 -1.6094
C -0.0536 -1.6766 -2.2610
O 0.7553 -1.3280 -3.0161
H -1.7535 -2.5911 -1.6756
```

Results of the Mulliken charge analysis, in e, for atoms 1 through 5: C -0.938; C 0.120; N -0.208; C -0.556; O -0.603

***

Computed, not measured: a cluster of 2 separate species, C6H12O2 in total, with the ωB97M-V functional and the def2-TZVPD basis.

Calculated values
* highest occupied orbital energy (alpha / beta): -14.37 / -14.37 eV
* charge: +1
* E: -10500.0636 eV
* lowest unoccupied orbital energy (alpha / beta): -6.3 / -7.1 eV
* multiplicity: 2
* F_max: 0.099 Eh/bohr

Structure (XYZ):
```
20
C6H12O2 the ωB97M-V functional and the def2-TZVPD basis
C 2.4319 -0.9954 -2.0229
C 2.6651 -0.0115 -0.8358
C -0.9336 0.2237 2.4950
C -0.5278 0.3686 1.1280
O -1.3925 0.8535 0.1602
C 0.7005 -0.0983 0.6222
C 1.3607 0.5136 -0.4116
H 2.9876 -1.9122 -1.8326
H 1.3972 -1.3455 -2.1609
H 2.7063 -0.6266 -3.0081
H 3.3229 0.7848 -1.1834
H 3.1835 -0.5222 -0.0263
H -1.8676 -0.2465 2.7924
H -0.5725 0.9985 3.1730
H -1.6571 1.4326 0.9274
H 1.2901 -0.7980 1.2015
H 0.7682 1.1300 -1.0824
H -2.7073 -0.0106 -0.5312
H -3.3057 -1.2988 -0.0299
O -3.4844 -0.5846 -0.6492
```

Results of the Mulliken charge analysis, in e, for atoms 1 through 5: C -1.083; C -0.366; C -0.909; C 0.475; O -0.421

***

Computed, not measured: a structure of composition C7H16I2Si, with the ωB97M-V functional and the def2-TZVPD basis.

Calculated values
* highest occupied orbital energy: -7.62 eV
* E: -31594.2491 eV
* lowest unoccupied orbital energy: 0.0 eV
* F_max: 0.121 Eh/bohr

Structure (XYZ):
```
26
C7H16I2Si the ωB97M-V functional and the def2-TZVPD basis
C -1.9636 0.2506 -1.0978
C 0.2943 0.1301 -2.0698
C -0.8787 -1.9046 -0.8740
C -0.3563 -0.8218 2.3018
C 0.1097 2.2266 1.1962
C 2.8304 0.1353 0.7791
C -0.6660 -0.3576 -0.8928
Si 0.0098 0.3351 0.7857
I 3.2801 -1.7565 -0.2966
I 3.5754 1.9677 -0.0276
H -2.7915 -0.1929 -0.3794
H -2.1203 1.3689 -0.7268
H -2.3609 0.1754 -2.0968
H 0.4295 1.2575 -1.9025
H -0.1212 0.0035 -2.9976
H 1.2604 -0.5086 -1.9872
H 0.1567 -2.3050 -0.6306
H -1.5640 -2.1166 -0.0001
H -1.1400 -2.2629 -1.8484
H 0.5686 -0.8929 2.8617
H -1.3116 -0.4547 2.7839
H -0.5657 -1.6801 1.6494
H 0.5430 2.6137 0.2680
H -1.0338 2.5227 1.3788
H 0.6476 2.3772 2.1149
H 3.1680 -0.1101 1.7086
```

Results of the Mulliken charge analysis, in e, for atoms 1 through 5: C -1.550; C -1.212; C -1.638; C -1.027; C -1.010

***

Computed, not measured: a cluster of 33 separate species, H66O33 in total, with the ωB97M-V functional and the def2-TZVPD basis.

Calculated values
* highest occupied orbital energy: -10.64 eV
* E: -68644.4674 eV
* lowest unoccupied orbital energy: 0.0 eV
* F_max: 0.051 Eh/bohr

Structure (XYZ):
```
99
H66O33 the ωB97M-V functional and the def2-TZVPD basis
O 5.1612 -1.4519 0.3271
H 5.4752 -0.8313 -0.3196
H 4.9571 -2.1921 -0.2744
O -2.3512 -3.8322 -3.3894
H -1.4227 -3.9577 -3.1671
H -2.4207 -4.2588 -4.3002
O 5.0140 1.8837 4.4432
H 5.5951 2.3396 3.8779
H 5.1080 0.9244 4.2371
O 0.3678 -3.1829 -1.9041
H 0.9615 -2.6519 -2.3967
H 0.9480 -3.9032 -1.5559
O 2.2825 -2.3015 1.0465
H 1.9870 -2.8180 1.8514
H 2.8158 -1.5917 1.5120
O 3.3876 3.8606 2.3256
H 3.4883 3.7423 3.3009
H 3.7591 3.0224 2.0001
O -2.0996 1.9568 3.2120
H -1.8733 1.8838 2.2756
H -2.2709 1.0736 3.5467
O -4.2601 -2.7312 -1.3366
H -3.7043 -3.2868 -1.8529
H -5.0015 -2.3589 -1.9034
O -2.6597 5.4412 -0.2541
H -2.8064 5.9903 -1.0563
H -3.4876 4.8861 -0.1932
O 4.3912 -1.1135 3.1435
H 4.6314 -1.0630 2.1941
H 5.2377 -1.0727 3.6325
O 3.6221 -2.9894 -1.2626
H 3.3289 -3.8918 -1.4194
H 2.9986 -2.7320 -0.5061
O -1.0874 1.8183 0.6772
H -1.1246 1.1055 0.0387
H -1.0598 2.6874 0.1696
O -4.5829 2.9030 2.7830
H -5.1466 2.6026 3.4688
H -3.6826 2.6178 3.0998
O 4.3153 -1.2611 -3.1805
H 4.2223 -2.0725 -2.7037
H 5.1963 -0.9232 -3.1679
O 1.4101 -0.7293 -3.2468
H 0.8458 -0.0481 -3.6128
H 2.3557 -0.5386 -3.3487
O -4.6186 3.5107 0.1854
H -5.5084 3.2283 0.1240
H -4.4839 3.8004 1.0877
O 1.7786 4.6963 -1.8946
H 2.5069 4.8264 -2.4859
H 1.9293 5.3354 -1.1723
O -2.3246 -0.6649 -0.9014
H -2.7603 -1.5319 -0.9850
H -1.5189 -0.9081 -0.4264
O -2.8070 -1.3012 -4.7428
H -2.1422 -0.6566 -4.5091
H -2.4760 -2.0730 -4.2408
O 1.9461 1.9738 -0.9374
H 1.9918 2.8454 -1.3134
H 1.0115 1.9005 -0.9883
O 2.1494 6.2604 0.3297
H 1.1999 6.1549 0.4833
H 2.5627 5.5183 0.8743
O -1.8949 -3.1812 1.2125
H -1.5897 -3.9549 0.7930
H -2.8739 -3.1821 1.4358
O -0.9163 0.7365 -2.9476
H -1.1152 1.6583 -2.9403
H -1.3830 0.2254 -2.2731
O 3.9493 1.4660 1.0163
H 3.1036 1.7685 0.5530
H 3.7436 0.5759 1.3368
O -5.2245 -1.1341 -3.6198
H -5.4109 -0.2065 -3.6999
H -4.4048 -1.1919 -4.1251
O -1.0089 -1.3303 3.1781
H -0.1728 -0.8429 3.1489
H -1.1671 -1.7321 2.3029
O 1.6376 0.5759 2.3621
H 1.9239 1.1189 3.0792
H 0.8568 0.8671 1.8632
O -4.4376 -0.0889 1.2449
H -3.8494 0.0314 0.5340
H -4.4037 0.7230 1.7099
O 1.8822 -5.3702 -0.0696
H 2.3742 -6.1135 0.3073
H 1.2278 -5.1045 0.5354
O 0.4472 -0.7404 -0.3594
H 0.9056 -1.4505 0.0537
H 0.7522 -0.6003 -1.2641
O -4.2873 -2.6998 2.0101
H -4.2573 -1.7886 1.6862
H -4.9681 -3.0359 1.3612
O -0.7655 3.5875 -1.4930
H 0.1206 3.9272 -1.6331
H -1.2544 4.2552 -1.0480
O 0.6440 -3.9958 2.5305
H 0.7077 -4.2470 3.4739
H -0.1492 -3.3947 2.4461
```

Results of the Mulliken charge analysis, in e, for atoms 1 through 5: O -0.584; H 0.284; H 0.298; O -0.639; H 0.295

***

Computed, not measured: a structure of composition C37H49BrN2O5RuSi4, with the ωB97M-V functional and the def2-TZVPD basis.

Calculated values
* highest occupied orbital energy (alpha / beta): -13.24 / -13.20 eV
* charge: +2
* E: -156504.1371 eV
* lowest unoccupied orbital energy (alpha / beta): -6.9 / -8.0 eV
* multiplicity: 5
* F_max: 0.071 Eh/bohr

Structure (XYZ):
```
99
C37H49BrN2O5RuSi4 the ωB97M-V functional and the def2-TZVPD basis
Ru 0.2147 -0.2047 -1.1826
C 3.1499 1.5109 -2.2015
O 2.4893 0.8616 -1.1053
C 3.0219 1.0073 0.1436
C 4.3162 1.3946 0.3901
C 4.7541 1.5273 1.7096
Br 6.5665 1.9607 2.0364
C 3.8840 1.3481 2.7527
C 2.5566 0.9565 2.5120
C 2.1140 0.7098 1.1897
O 0.9181 0.2337 0.9219
C 1.6212 0.8525 3.6076
N 0.3310 0.5212 3.4881
C -0.2967 0.5797 4.7236
C -1.6053 0.3484 5.1240
C -1.8812 0.5081 6.4684
C -0.8914 0.8871 7.3838
C 0.4112 1.1207 6.9867
C 0.6883 0.9586 5.6374
N 1.8585 1.1120 4.9018
H 3.3936 2.5404 -1.9412
H 2.4351 1.5208 -3.0186
H 4.0502 0.9658 -2.4888
H 4.9988 1.6151 -0.4188
H 4.2315 1.5209 3.7622
H -0.0520 0.2990 2.5768
H -2.3726 0.0598 4.4174
H -2.8881 0.3366 6.8232
H -1.1544 0.9993 8.4262
H 1.1766 1.4168 7.6914
H 2.7403 1.4025 5.2911
O -2.0102 0.7804 -1.0167
C -2.1545 2.1921 -1.3418
C -0.6822 2.6681 -1.7264
O -0.4283 3.8415 -1.6750
O 0.0670 1.6813 -2.0885
C -2.6130 2.9555 -0.1228
C -2.1912 2.5332 1.1410
C -2.6427 3.1686 2.2857
C -3.5137 4.2436 2.1799
C -3.8964 4.6986 0.9279
C -3.4427 4.0668 -0.2210
C -3.0446 2.3075 -2.5684
C -2.5525 2.6159 -3.8325
C -3.3931 2.6116 -4.9377
C -4.7340 2.2920 -4.7930
C -5.2384 2.0010 -3.5337
C -4.4015 2.0080 -2.4294
H -2.8464 0.4701 -0.6433
H -1.4952 1.7048 1.2162
H -2.3152 2.8304 3.2617
H -3.8901 4.7261 3.0721
H -4.5563 5.5516 0.8430
H -3.7374 4.4324 -1.1952
H -1.5135 2.8847 -3.9699
H -2.9924 2.8677 -5.9099
H -5.3849 2.2738 -5.6569
H -6.2900 1.7767 -3.4097
H -4.8096 1.7954 -1.4467
C 0.0125 -4.9559 1.0464
Si 0.3827 -3.1394 1.3461
C -1.2271 -2.1584 1.6067
C 1.6725 -2.8747 2.6950
Si 1.3545 -2.1786 -0.6829
Si 3.3789 -2.8654 -1.8220
C 3.2891 -1.9333 -3.4653
C 4.8721 -2.4066 -0.7726
C 3.2256 -4.7196 -2.0894
Si -1.0264 -1.4838 -2.8968
C -0.5241 -0.4887 -4.4318
C -2.8878 -1.6090 -2.5901
C -0.4311 -3.2862 -3.0550
H -0.3293 -5.4178 1.9760
H 0.8882 -5.5134 0.7108
H -0.7782 -5.0888 0.3061
H -1.3700 -1.8828 2.6537
H -2.0898 -2.7584 1.3119
H -1.2395 -1.2462 1.0050
H 1.2341 -3.0641 3.6778
H 2.0802 -1.8624 2.6932
H 2.5073 -3.5666 2.5692
H 2.8028 -0.9616 -3.3608
H 2.7243 -2.5059 -4.2038
H 4.2851 -1.7698 -3.8812
H 4.8996 -1.3462 -0.5148
H 5.7808 -2.6373 -1.3329
H 4.9032 -2.9780 0.1565
H 2.3279 -4.9819 -2.6517
H 3.2202 -5.2841 -1.1558
H 4.0845 -5.0632 -2.6715
H 0.0951 0.3765 -4.1941
H -1.4257 -0.1198 -4.9243
H 0.0247 -1.1253 -5.1277
H -3.4083 -0.6910 -2.8627
H -3.1205 -1.8530 -1.5509
H -3.2789 -2.4178 -3.2117
H 0.6450 -3.3746 -3.2320
H -0.9405 -3.7309 -3.9135
H -0.6903 -3.8866 -2.1774
```

Results of the Mulliken charge analysis, in e, for atoms 1 through 5: Ru -0.659; C -1.382; O 0.848; C -0.618; C -0.620

***

Computed, not measured: a structure of composition C5H5NO2, with the ωB97M-V functional and the def2-TZVPD basis.

Calculated values
* highest occupied orbital energy: -10.04 eV
* E: -10846.8105 eV
* lowest unoccupied orbital energy: 0.9 eV
* F_max: 0.121 Eh/bohr

Structure (XYZ):
```
13
C5H5NO2 the ωB97M-V functional and the def2-TZVPD basis
C -1.4919 -0.0507 -0.0632
C -0.4882 0.3962 1.0589
C -0.4099 0.6205 -0.8837
C 0.5478 -0.5673 -0.7176
C 0.6142 -0.7087 0.6924
H -0.4620 0.6341 2.1226
H -0.5071 1.1106 -1.9230
H 0.6090 -1.3150 -1.5956
H 1.9489 0.8453 0.0467
H 0.6332 -1.5803 1.2532
N 1.8040 -0.2076 -0.0655
O -2.5513 -0.6076 -0.0592
O -0.2466 1.4305 0.1341
```

Results of the Mulliken charge analysis, in e, for atoms 1 through 5: C 0.169; C -0.065; C 0.006; C -0.125; C -0.365

***

Computed, not measured: a cluster of 2 separate species, C2H7IN in total, with the ωB97M-V functional and the def2-TZVPD basis.

Calculated values
* highest occupied orbital energy (alpha / beta): -13.79 / -13.80 eV
* charge: +1
* E: -11768.4405 eV
* lowest unoccupied orbital energy (alpha / beta): -6.7 / -6.7 eV
* F_max: 0.099 Eh/bohr

Structure (XYZ):
```
11
C2H7IN the ωB97M-V functional and the def2-TZVPD basis
C -0.5780 -1.0503 -0.1660
C 0.5232 1.1466 -0.3153
N -0.5126 0.3248 0.5262
I 3.1308 -0.1007 0.0928
H 0.2360 -1.8197 0.1559
H -1.5027 -1.5145 0.1439
H -0.5658 -0.9595 -1.2426
H 0.5399 1.0194 -1.3448
H 0.5378 2.1310 0.1567
H -0.3101 0.1407 1.5512
H -1.4984 0.6823 0.4420
```

Results of the Mulliken charge analysis, in e, for atoms 1 through 5: C -0.820; C -0.858; N -0.201; I 0.204; H 0.306

***

Computed, not measured: a structure of composition C4H3CuO2, with the ωB97M-V functional and the def2-TZVPD basis.

Calculated values
* highest occupied orbital energy (alpha / beta): -13.92 / -13.78 eV
* charge: +1
* E: -52918.0703 eV
* lowest unoccupied orbital energy (alpha / beta): -5.1 / -6.7 eV
* multiplicity: 2
* F_max: 0.134 Eh/bohr

Structure (XYZ):
```
10
C4H3CuO2 the ωB97M-V functional and the def2-TZVPD basis
O 1.7044 -1.3641 -0.4424
C 0.5617 -1.4016 -0.0812
C -0.6662 -1.1722 0.2737
C -1.1977 0.1247 -0.2513
C -0.6421 1.3493 -0.1190
H -1.2353 -1.8630 0.8975
H 0.6550 2.4127 0.0223
H -2.2069 0.0763 -0.6684
Cu 2.2884 0.4397 0.0676
O 0.7386 1.3982 0.3012
```

Results of the Mulliken charge analysis, in e, for atoms 1 through 5: O -0.495; C 0.759; C -0.523; C -0.257; C 0.088

***

Computed, not measured: an isolated molecule of C2H5NO2, with the ωB97M-V functional and the def2-TZVPD basis.

Calculated values
* highest occupied orbital energy: -8.95 eV
* E: -7738.3264 eV
* lowest unoccupied orbital energy: 1.0 eV
* F_max: 0.015 Eh/bohr

Structure (XYZ):
```
10
C2H5NO2 the ωB97M-V functional and the def2-TZVPD basis
N -1.9171 0.7514 -0.0270
C -0.7422 0.3775 -0.5289
O 0.0205 0.0555 0.5385
C 1.3818 -0.2665 0.2620
O 1.5658 -1.0424 -0.8703
H -2.1017 0.7763 0.9721
H -2.6550 1.0426 -0.6463
H 1.9602 0.6527 0.1297
H 1.7218 -0.7779 1.1700
H 0.7659 -1.5691 -0.9998
```

Results of the Mulliken charge analysis, in e, for atoms 1 through 5: N -0.129; C -0.418; O -0.229; C 0.054; O -0.456

***

Computed, not measured: a structure of composition C5H9NO, with the ωB97M-V functional and the def2-TZVPD basis.

Calculated values
* highest occupied orbital energy: -9.42 eV
* E: -8864.3687 eV
* lowest unoccupied orbital energy: 1.0 eV
* F_max: 0.072 Eh/bohr

Structure (XYZ):
```
16
C5H9NO the ωB97M-V functional and the def2-TZVPD basis
C -1.5597 -1.2341 -0.2206
C -0.4901 -0.1876 -0.4878
C -0.7412 1.2957 -0.1237
C 0.7228 1.4572 0.3856
C 0.7946 -0.0210 0.2615
N 1.6345 -0.9320 0.2541
O 2.9595 -0.8293 0.6419
H -2.3935 -1.0133 -0.8961
H -1.9403 -1.2170 0.8060
H -1.2226 -2.2537 -0.4452
H -0.1732 -0.2999 -1.5332
H -1.0554 1.9330 -0.9455
H -1.4434 1.3592 0.7110
H 0.8816 1.8931 1.3740
H 1.4174 1.9195 -0.3244
H 2.6278 -1.7922 0.4158
```

Results of the Mulliken charge analysis, in e, for atoms 1 through 5: C -1.409; C 0.363; C -0.614; C -0.441; C 0.132